# 1
72
Properties=species:S:1:pos:R:3:forces:R:3 method="wB97M-V/def2-TZVPD" spin_multiplicity=5
Co 0.67011 -0.56836 1.58571 -0.237 0.056 -0.424
C 3.53076 2.99916 2.50609 -0.037 0.007 0.084
O 2.64635 2.73694 3.63499 -0.002 -0.030 -0.069
C 1.84982 1.74967 3.19270 0.030 0.028 -0.001
N 1.88628 1.42675 1.96532 -0.034 0.059 0.097
C 2.75864 2.42082 1.31255 0.000 -0.104 -0.014
C 3.63608 1.90021 0.20479 -0.049 0.056 0.012
C 4.40182 2.81968 -0.50939 0.012 0.013 -0.040
C 5.22806 2.39897 -1.53747 0.000 0.003 -0.002
C 5.28647 1.05124 -1.86986 0.017 0.015 -0.011
C 4.51806 0.13839 -1.16800 -0.021 -0.042 0.012
C 3.69613 0.55688 -0.12871 0.029 -0.027 -0.032
C 0.90839 1.12103 4.13434 -0.106 -0.076 0.001
C 0.80071 1.40763 5.48641 -0.054 -0.053 -0.060
C -0.18270 0.74449 6.20839 -0.011 -0.001 0.071
C -1.02482 -0.16329 5.57826 0.052 0.029 -0.054
C -0.83261 -0.38352 4.22461 0.078 0.057 -0.020
N 0.11699 0.23955 3.53499 0.052 0.011 -0.015
C -1.59577 -1.31498 3.37530 -0.045 -0.022 -0.029
N -1.30716 -1.45165 2.14836 0.064 0.069 0.068
C -2.20214 -2.45980 1.58034 0.166 0.012 -0.087
C -3.06002 -2.88059 2.79860 -0.068 -0.010 0.127
O -2.59095 -2.03906 3.89566 0.046 0.010 -0.041
C -2.98753 -1.92103 0.40955 -0.042 -0.039 -0.007
C -3.38496 -2.78855 -0.60150 0.028 0.001 0.010
C -4.13465 -2.32562 -1.67078 -0.014 -0.009 -0.009
C -4.48222 -0.98417 -1.74627 -0.019 -0.008 -0.006
C -4.07856 -0.11268 -0.74718 -0.010 0.033 0.013
C -3.33888 -0.58019 0.32927 0.002 -0.006 0.018
H 4.46167 2.45650 2.67960 0.003 0.021 -0.021
H 3.70870 4.06959 2.46553 0.022 -0.016 -0.026
H 2.08874 3.18221 0.89243 0.028 0.002 -0.001
H 4.34200 3.87633 -0.27165 -0.005 0.022 0.021
H 5.81753 3.12185 -2.08626 0.007 0.006 -0.001
H 5.92730 0.71951 -2.67626 0.000 -0.006 -0.012
H 4.54448 -0.91313 -1.42171 0.006 -0.012 -0.008
H 3.11235 -0.17789 0.40895 0.001 0.012 0.029
H 1.46415 2.12469 5.94666 0.011 0.007 0.009
H -0.29557 0.93689 7.26658 0.000 0.004 0.006
H -1.80263 -0.68992 6.11169 -0.003 -0.001 0.009
H -1.58124 -3.28573 1.22619 -0.026 0.012 0.019
H -2.89662 -3.91300 3.09950 -0.039 -0.004 -0.033
H -4.12249 -2.68541 2.66667 0.019 -0.014 -0.022
H -3.08709 -3.82972 -0.56114 0.011 -0.014 0.005
H -4.43372 -3.01025 -2.45450 -0.001 0.001 -0.002
H -5.05251 -0.61867 -2.59016 -0.009 0.011 -0.005
H -4.32978 0.93825 -0.80807 -0.002 0.010 -0.006
H -3.00833 0.10936 1.09581 0.005 0.008 0.013
C -2.26016 -0.83675 -4.69012 0.047 0.012 0.052
Si -0.52623 -0.87144 -3.96445 0.043 -0.068 0.023
C 0.04027 -2.64492 -3.84561 -0.033 0.058 -0.100
C 0.62896 0.06543 -5.11064 0.021 -0.030 0.063
C -0.58131 0.09347 -2.33969 -0.103 0.062 -0.146
C -1.11563 1.36917 -2.42837 -0.021 0.070 0.081
C -1.19192 2.22474 -1.32694 0.029 -0.077 0.003
C -0.70496 1.74638 -0.13235 -0.059 0.114 -0.043
N -0.18619 0.52835 -0.01142 0.013 -0.009 0.211
C -0.10585 -0.30771 -1.06881 0.050 -0.066 -0.035
S 0.64149 -1.81448 -0.67541 0.012 0.078 0.141
H -2.26632 -1.25950 -5.69637 0.014 -0.015 -0.036
H -2.66043 0.17702 -4.75031 -0.004 0.019 -0.020
H -2.93957 -1.42223 -4.06980 0.000 -0.019 -0.004
H 0.01003 -3.07393 -4.85181 -0.010 -0.040 -0.001
H -0.60079 -3.23547 -3.19277 -0.040 -0.013 0.033
H 1.05506 -2.72319 -3.46111 0.032 0.014 0.003
H 0.71093 -0.43748 -6.07587 -0.004 -0.025 -0.034
H 1.62829 0.12012 -4.67385 0.023 0.004 -0.001
H 0.29142 1.08671 -5.29470 -0.029 0.028 0.022
H -1.48508 1.72884 -3.38384 -0.009 -0.005 -0.020
H -1.60666 3.21945 -1.40299 -0.002 0.015 -0.002
H -0.71884 2.34741 0.77196 0.001 0.006 0.011
Te 2.35485 -2.22936 2.55833 0.176 -0.197 0.233

# 2
95
Properties=species:S:1:pos:R:3:forces:R:3 method="wB97M-V/def2-TZVPD" total_charge=-2 de_lowest_kcal_mol=0.0
Ti -0.57412 -0.76748 0.02613 -0.046 -0.150 -0.132
C 2.70431 1.54086 0.00846 -0.011 0.041 -0.038
C 3.26289 0.15688 -0.13606 0.037 -0.023 0.016
C 4.53635 -0.13912 0.34284 0.025 0.016 0.004
C 5.09410 -1.39276 0.16388 -0.014 0.000 0.010
C 4.37713 -2.36283 -0.52126 -0.033 0.008 0.000
C 3.10179 -2.10280 -1.00477 0.003 0.022 0.021
C 2.34096 -3.15396 -1.75687 0.005 0.009 -0.035
C 2.53177 -0.84152 -0.77822 -0.033 -0.027 -0.054
N 1.19760 -0.59050 -1.22957 0.161 -0.025 0.120
C 1.10209 -0.36921 -2.54862 0.001 -0.040 -0.023
O 2.00954 -0.23803 -3.37831 0.003 0.013 0.004
C -0.32552 -0.34666 -3.00686 0.030 0.012 0.019
C -0.71336 -0.08274 -4.30610 -0.075 -0.025 -0.097
C -2.06687 -0.14069 -4.62010 0.035 -0.044 0.123
C -2.98031 -0.48158 -3.62989 0.076 0.017 -0.036
C -2.50623 -0.71508 -2.35094 -0.094 -0.039 -0.019
N -1.21311 -0.62666 -2.05514 -0.024 0.119 0.100
C -3.38744 -1.07781 -1.19162 0.052 0.022 -0.071
O -4.59174 -1.27055 -1.38570 -0.003 -0.020 0.031
N -2.69699 -1.16801 -0.04101 -0.157 -0.020 0.063
C -3.49319 -1.64012 1.05327 -0.001 -0.009 -0.082
C -3.77274 -3.01534 1.13926 -0.012 0.038 0.003
C -3.27088 -3.95820 0.08610 -0.017 -0.007 -0.002
C -4.52766 -3.48694 2.20217 0.022 -0.008 -0.020
C -5.02941 -2.62046 3.16407 -0.013 0.028 0.004
C -4.78386 -1.26644 3.04557 0.003 -0.010 0.034
C -4.02477 -0.75674 1.99195 -0.007 -0.020 0.044
C -3.82164 0.72950 1.90230 0.022 0.002 0.028
H 3.37109 2.16523 0.60542 0.007 0.003 -0.002
H 2.57870 1.99957 -0.97397 0.016 -0.010 0.007
H 1.72257 1.53950 0.48551 -0.013 -0.011 -0.005
H 5.08927 0.63345 0.86758 -0.001 0.001 -0.004
H 6.07998 -1.61498 0.55676 0.001 0.005 -0.009
H 4.80523 -3.34807 -0.67560 -0.004 0.007 -0.002
H 2.90153 -4.09080 -1.77685 -0.003 0.008 0.001
H 1.37584 -3.33337 -1.27855 -0.014 0.003 0.011
H 2.16271 -2.83219 -2.78650 0.004 -0.003 0.009
H 0.05339 0.15339 -5.03082 0.000 -0.001 0.000
H -2.40472 0.06704 -5.62788 0.000 0.006 -0.015
H -4.04377 -0.56006 -3.80700 0.000 -0.003 0.016
H -2.18574 -3.88051 -0.00183 0.033 0.002 -0.004
H -3.53269 -4.98748 0.34126 0.015 0.013 0.003
H -3.71274 -3.71996 -0.88467 -0.009 0.016 0.014
H -4.72236 -4.55218 2.27545 0.005 0.010 -0.004
H -5.61034 -3.00203 3.99648 0.005 0.003 -0.003
H -5.17476 -0.57475 3.78587 0.007 -0.007 -0.003
H -4.73299 1.22225 1.54962 0.017 -0.008 -0.031
H -3.56809 1.14677 2.87964 -0.020 -0.012 0.014
H -3.01755 0.98637 1.21991 -0.013 -0.022 0.033
C -1.28776 0.73554 5.10732 0.007 0.027 0.034
C -1.14410 -0.28433 3.97997 -0.010 0.013 -0.019
Ge -0.17151 0.38545 2.36327 0.045 0.062 0.126
C 1.71915 0.36173 3.04103 0.054 0.000 0.010
C 2.27005 1.68447 3.57199 -0.006 0.011 0.033
C -0.58373 2.34113 2.36141 -0.002 -0.052 0.023
C -0.94275 3.00164 1.25367 0.083 0.002 0.074
Ge -1.09212 1.87812 -0.41116 -0.014 0.112 -0.060
C -2.95006 2.23205 -1.12284 -0.014 0.015 -0.084
C -3.64074 3.52475 -0.69071 0.016 0.019 0.012
C 0.06026 2.83567 -1.77718 -0.042 -0.023 0.007
C -0.63198 3.83368 -2.70395 0.003 -0.023 0.004
C -1.21573 4.45693 1.34024 -0.034 0.015 -0.009
C -2.17281 4.94065 2.23819 -0.021 0.065 0.035
C -2.45100 6.29619 2.34084 0.005 -0.040 -0.007
C -1.77534 7.21258 1.54593 0.003 0.015 -0.009
C -0.81665 6.75042 0.65306 0.011 0.020 0.009
C -0.54302 5.39443 0.55073 -0.054 -0.004 0.020
H -1.74471 0.29623 6.00304 0.005 0.014 -0.015
H -1.90918 1.58570 4.80824 0.014 -0.029 -0.006
H -0.31585 1.14398 5.40499 -0.030 -0.012 -0.006
H -2.11612 -0.68946 3.70066 -0.020 0.004 -0.017
H -0.55163 -1.14165 4.30973 0.002 0.001 -0.008
H 2.35955 -0.02452 2.24792 -0.001 -0.007 0.028
H 1.73532 -0.40056 3.82688 -0.015 -0.002 -0.024
H 2.19401 2.48022 2.82685 0.003 -0.007 -0.008
H 3.32620 1.59928 3.85863 -0.022 0.007 -0.004
H 1.71962 2.02998 4.45303 0.010 -0.012 -0.025
H -0.47945 2.91088 3.29412 -0.020 0.040 -0.065
H -3.58837 1.39284 -0.84248 -0.003 -0.012 -0.017
H -2.88104 2.19287 -2.21531 -0.005 0.019 0.015
H -3.83985 3.51604 0.38365 0.016 0.011 0.000
H -4.60343 3.65968 -1.19896 -0.001 -0.007 0.008
H -3.03611 4.41364 -0.88853 -0.005 -0.026 -0.002
H 0.57710 2.08273 -2.37763 -0.020 0.009 -0.007
H 0.84997 3.33105 -1.20911 0.017 0.053 -0.013
H -1.42386 3.35674 -3.28732 0.030 -0.001 0.003
H 0.06705 4.28362 -3.41957 0.000 0.006 0.018
H -1.09842 4.64496 -2.14088 -0.016 0.029 -0.019
H -2.71168 4.22752 2.85205 0.014 -0.005 -0.021
H -3.20529 6.63716 3.04151 0.002 0.002 -0.002
H -1.99340 8.27201 1.61903 0.000 -0.013 -0.001
H -0.27672 7.45336 0.02784 0.000 -0.008 0.005
H 0.20512 5.05059 -0.14933 0.028 -0.031 -0.029
Te 0.17225 -2.68612 1.49165 0.021 -0.141 -0.029

# 3
12
Properties=species:S:1:pos:R:3:forces:R:3 method="wB97M-V/def2-TZVPD" total_charge=+1 de_lowest_kcal_mol=52.8
C -0.14371 0.30763 -0.46116 1.543 0.031 -1.573
C -0.97731 1.60840 1.61061 2.814 2.678 3.913
C -1.26174 1.11426 0.39093 -1.242 -1.140 -3.758
C 1.38169 -1.66419 -0.56956 1.508 0.311 -0.795
N 0.38620 -0.72452 0.00016 -0.146 0.868 -0.087
O -0.53549 2.18626 2.49119 -1.558 -1.835 -1.923
H -0.03895 0.81240 -1.51766 -0.042 -0.994 1.931
H -1.73270 1.94540 -0.20830 0.649 -0.404 0.526
H -2.00536 0.33887 0.33612 -0.787 -0.321 0.771
H 1.85736 -1.38423 -1.65513 -1.116 -0.375 2.853
H 0.88851 -2.63210 -0.67240 -0.253 0.175 -0.132
H 2.18150 -1.90817 0.25519 -1.370 1.004 -1.726

# 4
106
Properties=species:S:1:pos:R:3:forces:R:3 method="wB97M-V/def2-TZVPD" total_charge=-1 de_lowest_kcal_mol=172.7
N 1.52578 0.57253 1.95950 1.396 -1.007 -0.464
O 0.77306 -0.37595 1.91823 -2.343 -2.055 0.490
O 1.67545 1.26839 0.99262 -0.480 2.885 -3.864
O 2.28959 0.75305 2.87602 1.478 0.211 3.720
C 8.17172 2.63868 1.43749 1.282 -2.657 1.172
O 8.26855 1.51999 1.94467 -0.751 0.572 -0.270
N 9.26301 3.40220 1.29618 1.346 1.004 0.003
N 7.11050 3.23959 0.94860 -2.492 0.884 -0.844
H 10.12519 2.90574 1.47017 0.005 0.575 -0.334
H 9.13934 4.20056 0.69003 1.102 -0.202 0.156
H 7.25622 4.17156 0.58763 -0.738 -0.331 0.105
H 6.18435 2.84109 1.00805 0.222 0.096 0.048
C 1.79957 4.41754 -4.42614 0.997 3.115 -1.338
O 1.81155 4.87294 -5.56461 0.543 -0.231 -0.040
N 0.84944 3.71349 -3.92921 -4.102 -3.353 0.118
N 2.56792 4.77569 -3.39735 3.119 1.090 1.510
H 0.90735 3.38630 -2.97545 -0.815 -0.123 -0.484
H 0.05217 3.63071 -4.54372 -0.061 -0.649 0.585
H 3.32772 5.43764 -3.46543 -0.142 -0.443 -0.220
H 2.48198 4.22578 -2.55454 0.446 0.521 -0.055
C -5.32144 -0.00988 4.17494 3.539 1.038 2.314
O -4.58180 0.54899 4.96266 0.739 -0.044 0.643
N -5.11518 -1.05752 3.46938 3.550 -5.577 -2.699
N -6.48485 0.36745 3.89540 -7.180 3.906 -0.329
H -5.82558 -1.43996 2.86180 0.607 -0.086 0.294
H -4.19244 -1.46809 3.45966 -0.211 -0.020 -0.155
H -6.93589 -0.02024 3.07910 -0.513 0.806 0.627
H -6.83039 1.11066 4.48561 -0.526 -0.005 -0.676
C -5.11729 2.22104 -6.10839 -0.988 0.130 1.423
O -4.94707 2.06266 -4.66005 1.060 -0.959 -1.188
C -5.27577 3.16111 -3.84351 0.282 -0.136 0.543
C -5.08943 2.90923 -2.28404 -0.456 -0.093 0.175
N -5.39165 4.07677 -1.40515 0.150 -1.274 -2.111
C -4.31293 5.00348 -1.16860 -1.097 2.217 -0.186
C -4.18720 6.19093 -2.28809 0.849 -1.602 2.140
O -5.31971 6.94365 -2.35442 -2.835 0.859 -0.737
C -5.53214 7.64936 -3.56846 0.528 -0.463 -0.394
H -6.17486 2.41169 -6.29091 -0.424 -0.531 -0.069
H -4.78284 1.29918 -6.58421 -0.093 0.109 0.248
H -4.69517 3.07742 -6.63426 1.002 0.245 0.692
H -6.33193 3.33280 -4.05118 -0.151 0.855 0.357
H -4.61531 3.96722 -4.16300 -0.367 0.553 0.159
H -4.14540 2.49797 -1.92659 0.715 0.075 -0.985
H -5.75964 2.12183 -1.93919 -0.460 -0.048 -0.495
H -5.79907 3.68053 -0.57022 0.258 0.495 0.135
H -3.30180 4.64350 -0.97853 0.105 -0.604 -0.248
H -4.68077 5.41586 -0.22907 0.633 0.852 0.068
H -3.91920 5.68639 -3.21637 0.090 0.293 -0.304
H -3.45846 6.93237 -1.96052 1.178 -0.689 -0.041
H -5.07739 7.08983 -4.38590 -0.092 -0.208 -0.239
H -5.06909 8.63401 -3.63281 0.254 0.218 0.568
H -6.58419 7.79442 -3.81393 -0.119 -0.296 0.497
C 1.70627 -1.13169 -10.46190 0.906 -0.880 1.265
O 1.06280 -1.63159 -9.29003 -0.391 0.536 -0.013
C 1.80287 -2.29230 -8.26005 0.407 0.720 -0.190
C 2.86088 -1.38828 -7.50355 -1.426 -0.692 -1.496
N 3.49228 -2.15122 -6.48731 0.876 -0.138 1.574
C 4.03282 -1.45865 -5.29880 0.833 -1.477 -0.620
C 5.20489 -2.39000 -4.89373 -0.463 0.033 0.991
O 5.99445 -2.75801 -6.05247 -1.554 0.066 0.656
C 7.24275 -3.31159 -5.75333 0.280 0.240 -0.217
H 2.51570 -0.44467 -10.21507 -0.234 0.586 0.086
H 0.95929 -0.67145 -11.10865 0.119 -0.185 0.131
H 2.25416 -1.95208 -10.92545 -0.292 -0.275 -0.625
H 2.26017 -3.20479 -8.64258 0.355 -0.091 -0.186
H 1.02726 -2.61550 -7.56574 0.163 0.116 0.191
H 2.24954 -0.56734 -7.12882 0.448 0.304 0.163
H 3.62618 -1.07482 -8.21359 -0.216 0.653 -0.288
H 4.40127 -2.48424 -6.77527 -0.685 -0.669 -1.540
H 3.26762 -1.47789 -4.52278 0.360 0.711 0.230
H 4.56355 -0.52849 -5.50182 -0.812 0.713 -0.097
H 4.74766 -3.21844 -4.35270 0.207 -0.856 -0.584
H 5.78349 -1.92399 -4.09613 0.575 0.378 -0.325
H 7.71892 -3.71124 -6.64868 -0.180 0.526 -0.410
H 7.20113 -4.20787 -5.13441 -0.151 0.352 0.772
H 7.79007 -2.44554 -5.38119 0.862 -0.663 0.545
C 0.19158 -0.32566 10.24605 1.262 -1.118 0.519
O -0.23919 -1.68987 10.14843 -0.746 0.457 0.447
C -0.16167 -2.23946 8.84725 -0.132 0.888 -1.048
C -1.09812 -3.40636 8.70130 -0.290 -0.806 0.322
N -0.91571 -4.26386 7.49089 0.677 0.203 1.783
C -1.94976 -5.31047 7.43265 0.244 0.587 -1.005
C -2.11041 -6.21883 8.66060 -0.840 0.489 0.004
O -3.12119 -5.66121 9.49167 -0.522 1.940 -2.972
C -3.47901 -6.37872 10.58147 0.517 -0.606 0.593
H 1.27421 -0.35462 10.12281 0.248 0.428 -0.846
H 0.17199 0.00531 11.28440 -0.915 -0.206 0.097
H -0.29560 0.39562 9.58992 -0.114 -0.272 -0.146
H 0.85958 -2.53264 8.60395 0.183 0.004 -0.065
H -0.51464 -1.48887 8.14006 0.410 0.360 -0.301
H -2.13689 -3.07707 8.72638 -0.165 0.299 0.276
H -0.91469 -3.94130 9.63312 -0.258 -0.737 -0.163
H -1.00045 -3.64463 6.69750 -0.040 -0.169 -0.300
H -1.81281 -5.87302 6.50914 0.819 -0.601 0.239
H -2.87295 -4.82916 7.10988 -0.874 -0.032 1.054
H -1.22460 -6.39124 9.27191 0.551 0.333 -0.254
H -2.43751 -7.21059 8.34835 -0.132 -0.217 -0.249
H -3.52953 -7.42567 10.28236 0.293 -0.546 0.644
H -4.47627 -6.12411 10.94027 0.137 0.425 0.027
H -2.67780 -6.08135 11.25805 -0.308 -1.094 1.331
O 1.32360 -6.23756 0.50379 0.040 -0.274 0.091
H 0.90059 -5.40737 0.72309 -0.049 0.295 0.137
H 1.27120 -6.28886 -0.45060 0.017 -0.001 -0.221
O 5.47466 -2.82877 4.37389 0.107 -0.310 0.162
H 4.76945 -2.18382 4.31946 -0.296 0.211 -0.077
H 6.24133 -2.37633 4.02214 0.153 0.142 -0.114

no.,E (hartree)
1,-3907.96532
2,-7100.58252
3,-285.63801
4,-2437.33902